[1]
# C10H10N2O2

The molecule C10H10N2O2 in a non-equilibrium geometry (ωB97M-V with the def2-TZVPD basis set, OMol25).

```
! wB97M-V def2-TZVPD RIJCOSX def2/J DEFGRID3
* xyz 0 1
C -2.90730 1.40633 1.49516
C -1.42723 0.04767 0.38197
C -1.21871 0.13925 -0.94208
C 0.11499 -0.03966 -1.55117
C 0.50003 0.23855 -2.88786
C 2.50033 -0.29712 -1.21018
C 1.18785 -0.26785 -0.67101
C 0.96698 -0.41376 0.73908
C -0.28992 -0.21565 1.28513
C 0.44745 -0.74414 3.49348
H -3.05411 2.19601 0.71857
H -2.06192 1.72984 2.28119
H -3.84946 1.27696 2.15785
H -2.15337 0.43493 -1.51113
H -0.25858 0.56772 -3.55709
H 3.36073 -0.35402 -0.45660
H 1.82186 -0.77001 1.37387
H 0.57256 -1.84498 3.25328
H -0.03971 -0.58344 4.51351
H 1.44724 -0.11182 3.40328
N 1.72889 0.22097 -3.36330
N 2.72298 -0.21382 -2.48687
O -2.67007 0.06669 0.89001
O -0.60434 -0.28080 2.60740
*
```

E_HOMO = -8.958 eV
total energy = -17604.3676 eV
SMILES = COc1cc2cnncc2cc1OC
LUMO = 0.4656 eV
HOMO-LUMO gap = 9.424 eV

***

[2]
# C10H10N2O4S

The molecule C10H10N2O4S in a non-equilibrium geometry (ωB97M-V with the def2-TZVPD basis set, OMol25).

```
! wB97M-V def2-TZVPD RIJCOSX def2/J DEFGRID3
* xyz 0 1
O 0.75706 0.75163 3.37482
O -2.94608 -2.42662 1.55890
N -0.90129 -0.31452 -1.68696
O -1.44047 -1.02337 2.97126
O 1.22701 0.79850 -3.18886
C 0.39284 0.52924 2.21841
C -0.49605 -0.07031 -0.47657
C -0.73299 -0.44600 1.95924
C 0.54717 0.97787 -0.19365
C 2.03110 2.66810 -0.29428
C 0.93946 1.25617 1.07873
C -1.11559 -0.80020 0.64750
C 1.23649 1.88186 -1.08167
N 1.89262 2.25570 1.02374
S -2.31196 -2.04398 0.28279
C 1.22691 2.06603 -2.56353
C -1.27318 -3.51142 0.26543
H -1.63702 -1.00720 -1.78525
H -2.10943 -1.62998 2.57400
H 0.54645 0.22147 -2.77064
H 2.63250 3.49658 -0.66827
H 2.47747 2.54786 1.79022
H 0.23927 2.52224 -2.76934
H 2.05500 2.69445 -2.96654
H -1.87715 -4.31647 0.60852
H -0.98052 -3.68719 -0.78817
H -0.37961 -3.39045 0.88018
*
```

E_HOMO = -9.170 eV
total energy = -32535.2970 eV
LUMO = -1.4699 eV
HOMO-LUMO gap = 7.700 eV

***

[3]
# C10H10N4S

The molecule C10H10N4S in a non-equilibrium geometry (ωB97M-V with the def2-TZVPD basis set, OMol25).

```
! wB97M-V def2-TZVPD RIJCOSX def2/J DEFGRID3
* xyz 0 1
C -0.78786 -1.83754 -1.82971
C 0.19174 2.86933 -0.02192
C 0.97729 1.83456 -0.51260
C -1.40244 1.21682 0.82749
C -1.00542 2.58003 0.62047
C 0.40708 0.53523 -0.36085
C 1.70362 -3.71459 -0.55628
C 1.08750 -3.79409 0.80041
C 0.38816 -1.99351 -0.93816
C -1.89642 3.72377 1.11729
N -1.83745 -1.85920 -2.29296
N -0.68624 0.24001 0.33560
N 1.39911 -2.86612 -1.39150
N 1.18331 -0.49856 -0.83436
S -0.25150 -2.56122 0.69405
H 0.62043 3.90449 -0.05093
H 1.97765 2.00490 -0.92270
H -2.26345 1.12070 1.44270
H 2.35052 -4.59878 -0.82551
H 0.62878 -4.73519 1.02675
H 1.87683 -3.44747 1.56233
H -2.89312 3.37750 0.94550
H -1.96890 4.21706 2.18491
H -1.69564 4.66150 0.52214
H 1.89642 -0.37965 -1.54219
*
```

E_HOMO = -8.033 eV
total energy = -27325.3886 eV
SMILES = Cc1ccc(N[C@@]2(C#N)N=CCS2)nc1
LUMO = 0.6339 eV
HOMO-LUMO gap = 8.667 eV

***

[4]
# C10H10N4S

The molecule C10H10N4S in a non-equilibrium geometry (ωB97M-V with the def2-TZVPD basis set, OMol25).

```
! wB97M-V def2-TZVPD RIJCOSX def2/J DEFGRID3
* xyz 0 1
C -3.92595 -0.53536 -0.91939
C -2.59270 -0.82253 -0.95617
C -4.37005 0.49622 -0.14208
C -1.66948 0.00423 -0.34774
C -3.45638 1.34980 0.45206
C -2.07729 1.11728 0.35957
C 2.70819 -0.59952 0.47507
C 1.80154 0.54728 0.59111
C 0.72578 0.79165 1.35186
C 4.59660 -1.69058 -0.39459
N 3.23365 1.60475 -1.47522
N -1.24394 2.10353 1.04505
N -0.09676 1.87634 1.32721
N 3.84589 -0.50628 -0.04881
S 2.20622 1.99137 -0.51775
H -4.64536 -1.25902 -1.44895
H -2.17701 -1.55036 -1.60974
H -5.41482 0.63209 -0.02736
H -0.75754 -0.38360 -0.21224
H -3.68819 2.13530 1.17824
H 2.21529 -1.59606 0.72222
H 0.42674 0.15471 2.26817
H 3.99971 -2.69778 -0.21107
H 5.65480 -1.56931 -0.01748
H 4.70107 -1.59413 -1.44195
*
```

E_HOMO = -8.149 eV
total energy = -27321.0333 eV
LUMO = -0.5391 eV
HOMO-LUMO gap = 7.610 eV

***

[5]
# C10H10OP2

The molecule C10H10OP2 in a non-equilibrium geometry (ωB97M-V with the def2-TZVPD basis set, OMol25).

```
! wB97M-V def2-TZVPD RIJCOSX def2/J DEFGRID3
* xyz 0 1
C -3.10056 1.18800 -0.14642
C -2.02256 1.37334 0.68002
C -2.89211 0.48069 -1.30104
C -0.81131 0.79364 0.41786
C -1.60603 0.14706 -1.75281
C -0.52248 0.21962 -0.85603
C 2.02045 -1.91336 0.76679
C 1.30811 -1.99066 -0.37141
C 2.20895 0.43001 0.05411
C 2.54487 -0.55509 1.08858
O 1.52174 -0.11838 -2.61223
P 3.16016 2.08394 -0.28828
P 1.14561 -0.29800 -1.20197
H -4.14723 1.40606 0.15244
H -2.06406 1.72129 1.68839
H -3.60592 0.45227 -2.09371
H 0.09216 0.92988 1.03627
H -1.34921 -0.18543 -2.75786
H 2.35614 -2.80117 1.49453
H 0.90699 -2.90270 -0.83545
H 2.10622 -0.37170 2.07258
H 3.66996 -0.48448 1.34289
H 2.47735 2.42825 -1.47616
*
```

E_HOMO (spin up / spin down) = -9.032 / -8.997 eV
total energy = -31154.5904 eV
SMILES = [H]/P=C1/CC=C[P@@]1(=O)c1ccccc1
LUMO (spin up / spin down) = -1.2187 / -1.1606 eV
HOMO-LUMO gap (spin up / spin down) = 7.813 / 7.836 eV

***

[6]
# C10H10OS

The molecule C10H10OS in a non-equilibrium geometry (ωB97M-V with the def2-TZVPD basis set, OMol25).

```
! wB97M-V def2-TZVPD RIJCOSX def2/J DEFGRID3
* xyz 0 1
C 2.86417 1.42190 0.27415
C 3.41052 0.13171 -0.03728
C 1.49597 1.56161 0.51777
C 2.57546 -1.05239 -0.04357
C 0.68559 0.47877 0.44489
C 1.23425 -0.77126 0.18069
C -2.04602 -2.40878 0.22810
C -0.99255 -1.13519 0.47256
C -0.73366 0.38095 0.51877
C -2.83721 1.61223 -0.69530
O 0.20710 -1.67456 0.07399
S -1.87029 1.65750 0.83935
H 3.52576 2.30614 0.10906
H 4.50254 0.11773 -0.12593
H 1.06226 2.47715 0.58087
H 2.91725 -1.93310 -0.56628
H -1.99616 -2.69932 -0.86864
H -1.72028 -3.17525 0.85828
H -3.12214 -2.18506 0.35283
H -3.97528 1.99966 -0.65450
H -2.81730 0.61049 -1.02844
H -2.37001 2.27910 -1.43138
*
```

E_HOMO = -7.836 eV
total energy = -23412.4915 eV
SMILES = CSc1c(C)oc2ccccc12
LUMO = 0.4652 eV
HOMO-LUMO gap = 8.302 eV

***

[7]
# C10H10S

The molecule C10H10S in a non-equilibrium geometry (ωB97M-V with the def2-TZVPD basis set, OMol25).

```
! wB97M-V def2-TZVPD RIJCOSX def2/J DEFGRID3
* xyz 0 1
C 0.39851 -0.94281 -1.82456
C 1.33847 -1.12643 -0.85072
C -2.97760 0.32463 -0.88858
C 2.36467 -0.55795 0.08841
C -0.73547 1.28379 -0.05483
C 0.49089 1.20766 0.74414
C -0.79052 -1.18640 -0.83327
C 0.32837 -1.42356 0.21460
C -1.66076 0.04987 -0.25074
C 1.07911 -0.19405 1.00098
S -3.93168 1.53263 -1.21921
H 3.18017 -1.12859 0.63107
H 2.96735 0.33774 -0.44156
H -1.40152 1.98029 0.39310
H -0.43621 1.75426 -1.04964
H 1.26465 1.78997 0.24120
H 0.51071 1.71806 1.79384
H -1.46756 -2.07590 -1.13461
H 0.19728 -2.44313 0.72110
H -2.12158 -0.37601 0.74169
H 1.40271 -0.52406 1.97759
*
```

E_HOMO (spin up / spin down) = -8.449 / -7.418 eV
total energy = -21358.3113 eV
LUMO (spin up / spin down) = -0.1673 / -0.4997 eV
HOMO-LUMO gap (spin up / spin down) = 8.282 / 6.919 eV

***

[8]
# C10H10SSe

A cluster of 2 separate species, C10H10SSe in total in a non-equilibrium geometry (ωB97M-V with the def2-TZVPD basis set, OMol25).

```
! wB97M-V def2-TZVPD RIJCOSX def2/J DEFGRID3
* xyz 0 1
C -2.71360 -1.21611 1.63868
C -2.51987 -0.77935 0.31735
C -2.21238 -0.37825 2.61481
C -1.82710 0.45036 0.31015
C 2.20999 -0.23406 0.54239
C 1.37714 -1.00747 -0.46052
C 2.25255 0.89764 -1.51572
C -1.39240 1.16992 -0.80063
C 2.86532 0.71125 -0.14648
C 1.51906 -0.40570 -1.66704
S -1.51981 1.03548 1.91562
Se -1.55290 0.67380 -2.50442
H -3.15838 -2.15277 1.88106
H -2.86078 -1.48396 -0.37700
H -2.10568 -0.27826 3.69740
H 2.50023 -0.58590 1.53021
H 0.76041 -1.75982 -0.13363
H 1.45940 1.57739 -1.58300
H 2.89273 1.14649 -2.34917
H -0.76792 2.09272 -0.54396
H 3.66031 1.35096 0.12902
H 1.13366 -0.82437 -2.49511
*
```

E_HOMO = -8.048 eV
total energy = -86710.2081 eV
SMILES = [Se]=Cc1cccs1.C1=CCC=C1
LUMO = -1.1713 eV
HOMO-LUMO gap = 6.877 eV

***

[9]
# C10H11BF8N2Ru

A structure of composition C10H11BF8N2Ru (ωB97M-V with the def2-TZVPD basis set, OMol25).

```
! wB97M-V def2-TZVPD RIJCOSX def2/J DEFGRID3
* xyz 2 5
Ru 0.06943 0.67993 -0.78949
C -1.77235 -1.04486 -1.79857
N -1.84075 0.08285 -0.80999
C -2.77522 1.15749 -1.26931
C -2.14858 -0.38690 0.58240
C -1.07066 -1.34998 1.06831
N 0.22808 -0.83963 0.58016
C 1.43452 -1.17473 1.01852
C 2.56231 -0.53624 0.42920
F 2.29909 0.31042 -0.61971
C 3.83100 -0.75169 0.83496
F 4.82894 -0.13601 0.25838
C 4.08100 -1.65866 1.89552
C 3.02439 -2.32597 2.48899
F 3.23455 -3.17832 3.46232
C 1.72560 -2.11494 2.06839
F 0.73707 -2.76569 2.62946
H -1.94334 -2.00340 -1.32064
H -0.76938 -1.08714 -2.25301
H -2.47216 -0.90214 -2.61692
H -3.78301 0.74535 -1.32127
H -2.47357 1.49910 -2.25774
H -2.74517 1.99343 -0.57605
H -3.13669 -0.84796 0.59400
H -2.17547 0.50226 1.21157
H -1.22681 -2.36875 0.71121
H -1.09180 -1.38504 2.15539
H 5.09913 -1.82972 2.22626
F -0.19439 2.50828 -0.60048
B -0.38188 4.82158 -1.99972
F -1.61670 4.75584 -1.52880
F -0.03697 4.00261 -2.98617
F 0.49982 5.62863 -1.46714
*
```

E_HOMO (spin up / spin down) = -16.761 / -17.283 eV
total energy = -38511.0033 eV
LUMO (spin up / spin down) = -9.0100 / -11.0275 eV
HOMO-LUMO gap (spin up / spin down) = 7.751 / 6.256 eV

***

[10]
# C10H11BNO2S

The ion C10H11BNO2S with charge +1 in a non-equilibrium geometry (ωB97M-V with the def2-TZVPD basis set, OMol25).

```
! wB97M-V def2-TZVPD RIJCOSX def2/J DEFGRID3
* xyz 1 1
C -1.23590 -2.63491 1.72773
O -1.76110 -3.20101 0.49858
B -1.94188 -2.20853 -0.50382
O -3.10325 -2.08796 -1.26122
C -0.69711 -1.16570 -0.68992
C 0.53016 -1.57462 -1.45272
C 1.62880 -0.60233 -1.54889
C 1.47061 0.72999 -0.88104
C 2.56530 1.74719 -0.91366
N 2.46304 2.95900 -0.27832
C 1.31643 3.35043 0.44386
C 0.16602 2.47182 0.55001
S -1.28392 3.00805 1.50776
C 0.24337 1.12942 -0.12413
C -0.86000 0.14427 -0.03924
H -1.36879 -3.37429 2.57279
H -1.82470 -1.70751 1.96389
H -0.11998 -2.44500 1.68204
H -3.75541 -2.68378 -0.83625
H 0.61929 -2.59351 -1.90882
H 2.55342 -0.89252 -2.10313
H 3.49429 1.49752 -1.47626
H 3.24476 3.62281 -0.30889
H 1.27474 4.34780 0.95553
H -1.81005 1.80069 1.92392
H -1.80814 0.36269 0.50020
*
```

E_HOMO = -12.418 eV
total energy = -27639.2254 eV
SMILES = COB(O)c1ccc2c[nH+]cc(S)c2c1
LUMO = -4.8030 eV
HOMO-LUMO gap = 7.615 eV

***

[11]
# C10H11Cl6RhTi

A structure of composition C10H11Cl6RhTi in a non-equilibrium geometry (ωB97M-V with the def2-TZVPD basis set, OMol25).

```
! wB97M-V def2-TZVPD RIJCOSX def2/J DEFGRID3
* xyz -1 6
Rh 0.90403 -1.25299 -1.74963
Cl 1.75908 -2.97270 -3.04910
C 1.32450 0.69807 -2.11213
C -0.94297 -0.63967 -2.59699
H 0.97062 1.01207 -3.10292
H 1.17532 1.49210 -1.34410
H 2.41580 0.53866 -2.11608
H -0.95478 0.25800 -3.23507
H -1.93749 -0.89639 -2.20088
H -0.67148 -1.47937 -3.26589
Ti -0.77998 0.69103 -0.66111
C -2.30254 -0.56928 -0.02703
C -2.12969 2.13162 -0.22869
H -3.19322 -0.21758 -0.58848
H -2.07443 -1.63702 -0.21480
H -2.46286 -0.43792 1.05334
H -3.19884 1.95764 -0.46434
H -1.93616 3.17790 0.05406
Cl 0.45739 -2.71653 0.40588
C 0.82646 -1.30962 1.38067
C 0.65766 -0.06082 0.81795
C 1.07155 1.08919 1.49160
Cl 0.76695 2.63671 0.72121
C 1.56999 1.02044 2.79824
Cl 1.91976 2.45549 3.65671
C 1.69987 -0.25397 3.41231
Cl 2.37419 -0.35299 4.97136
C 1.29929 -1.42206 2.71538
Cl 1.39200 -2.93999 3.47850
*
```

E_HOMO (spin up / spin down) = -2.947 / -5.341 eV
total energy = -111801.3014 eV
LUMO (spin up / spin down) = 2.4538 / 2.2163 eV
HOMO-LUMO gap (spin up / spin down) = 5.401 / 7.557 eV

***

[12]
# C10H11FN2

The molecule C10H11FN2 in a non-equilibrium geometry (ωB97M-V with the def2-TZVPD basis set, OMol25).

```
! wB97M-V def2-TZVPD RIJCOSX def2/J DEFGRID3
* xyz 0 1
C 2.86051 -0.44458 1.25948
C 2.76466 0.91638 1.18826
C 1.90909 -1.25779 0.60661
C 1.64007 1.53544 0.64152
C 0.77069 -0.70018 0.15146
C 0.61914 0.65405 0.10138
C -1.60967 -0.94959 0.40591
C -0.38238 -1.59686 -0.31269
C -1.72748 0.55409 0.14051
C -2.97980 0.75108 -0.74131
N -2.26981 -1.61498 1.21354
N -0.52733 1.12450 -0.43536
F -2.09598 1.10676 1.43250
H 3.81002 -0.91420 1.48589
H 3.41010 1.64460 1.71013
H 2.10912 -2.29244 0.61964
H 1.50360 2.58241 0.81255
H -0.50593 -1.70559 -1.33134
H -0.38254 -2.61210 0.06722
H -3.50052 1.61994 -0.38166
H -3.69188 -0.02539 -0.63970
H -2.92463 0.82197 -1.82505
H -3.00934 -1.19225 1.77873
H -0.49911 2.15292 -0.68252
*
```

E_HOMO = -8.371 eV
total energy = -16245.1743 eV
SMILES = [H]/N=C1/Cc2ccccc2N[C@]1(C)F
LUMO = 0.9133 eV
HOMO-LUMO gap = 9.284 eV